C5H8O2 | ωB97M-V with the def2-TZVPD basis set

Results
Energy ... -9406.9502 eV
Energy above the lowest of the compared OMol25 structures with the same formula, charge and spin ... 278.1 kJ/mol
HOMO-LUMO gap ... 9.81 eV

The geometry in XYZ format:
```
15
Properties=species:S:1:pos:R:3:lowdin_charge:R:1
C 1.8672 -0.1960 0.6404 0.01
C 0.5524 0.1906 0.0422 -0.40
C -0.1974 -0.7812 -0.9352 0.02
C -0.8832 -0.1322 0.2146 -0.42
O -1.5600 -0.7409 1.2455 0.06
C -1.0785 1.3135 -0.3074 -0.07
O 0.3382 1.5693 -0.2061 -0.03
H 2.6753 0.3300 0.1184 0.09
H 2.0607 -1.2696 0.5557 0.08
H 1.9063 0.0866 1.6912 0.09
H -0.6483 -0.5614 -1.9016 0.10
H 0.1904 -1.7939 -0.8426 0.11
H -2.1717 -1.3714 0.8470 0.11
H -1.3066 1.3563 -1.3816 0.12
H -1.7448 2.0004 0.2195 0.13
```